C24H48Cl6O7 | the ωB97M-V functional and the def2-TZVPD basis

LUMO (eV): 0.4
Multiplicity: 1
Energy above the lowest of the compared OMol25 structures with the same formula, charge and spin (kJ/mol): 102.6
Frontier orbital gap (eV): 9.44

Last column: Löwdin charge in e.
Positions of all 85 atoms, in Å:
Cl (-2.432, 4.880, -2.441)  0.515
Cl (-5.393, 0.872, 0.038)  0.495
Cl (-0.394, 0.705, 5.909)  0.509
Cl (-3.794, 2.966, 1.182)  0.477
Cl (-1.784, -1.290, 4.306)  0.548
Cl (-3.977, 2.186, -2.588)  0.521
O (-3.987, -3.383, -0.357)  0.041
O (2.425, 1.082, -6.717)  0.059
O (1.211, 2.149, 1.407)  0.033
O (4.272, 1.840, -2.315)  0.023
O (-0.951, 0.591, 0.511)  -0.010
O (-0.544, -1.555, -3.204)  0.009
O (1.907, -2.400, 4.234)  0.080
C (0.510, 0.968, -5.287)  -0.019
C (3.828, -3.826, 4.529)  -0.019
C (-0.435, -0.185, 4.373)  -1.019
C (-0.068, 0.505, -0.352)  -0.473
C (-0.251, 1.219, -1.630)  -0.020
C (1.115, -0.388, -0.154)  0.006
C (1.954, 0.766, -5.644)  -0.491
C (-4.547, -2.965, 1.957)  -0.011
C (-2.965, -1.393, -2.830)  0.006
C (4.636, 1.809, -1.140)  -0.446
C (-2.191, -2.415, 0.865)  -0.026
C (-3.780, 1.209, 0.621)  -1.008
C (1.564, -4.344, 5.613)  -0.004
C (-1.568, -3.552, -2.559)  -0.027
C (2.850, 0.217, -4.557)  -0.029
C (2.338, -3.411, 4.663)  -0.482
C (-0.228, 3.933, 0.697)  -0.031
C (0.351, 3.600, 3.199)  -0.006
C (3.940, 2.808, -0.193)  -0.024
C (-3.585, -2.961, 0.709)  -0.444
C (0.521, 3.081, 1.726)  -0.432
C (-3.873, 3.966, -2.972)  -0.933
C (-1.610, -2.112, -2.928)  -0.459
C (5.739, 0.878, -0.678)  -0.023
H (0.634, 1.555, -2.128)  0.071
H (-2.080, -1.379, 1.122)  0.037
H (3.431, 2.380, 0.685)  0.059
H (6.660, 1.446, -0.427)  0.094
H (-4.019, 4.007, -4.014)  0.000
H (0.558, 2.907, 4.026)  0.049
H (0.215, 3.758, -0.280)  0.069
H (1.789, 0.111, 0.571)  0.086
H (3.245, 3.452, -0.822)  0.100
H (-3.982, -3.147, 2.895)  0.065
H (5.916, 0.093, -1.422)  0.083
H (-2.716, -0.373, -3.151)  0.048
H (4.336, -3.782, 5.511)  0.091
H (0.752, -1.336, 0.305)  0.093
H (-5.336, -3.712, 1.800)  0.077
H (1.710, -5.387, 5.362)  0.080
H (-1.308, 3.687, 0.613)  0.029
H (-2.442, -3.789, -1.994)  0.048
H (-0.038, 1.397, -6.130)  0.086
H (0.410, 1.715, -4.510)  0.071
H (1.041, 4.448, 3.370)  0.091
H (-1.731, -2.647, -0.142)  0.081
H (-0.273, 4.983, 0.907)  0.074
H (-0.692, 3.891, 3.274)  0.072
H (0.512, -4.079, 5.569)  0.080
H (2.792, 0.667, -3.543)  0.054
H (-3.556, -1.874, -3.615)  0.099
H (5.521, 0.326, 0.241)  0.076
H (1.512, -0.667, -1.116)  0.073
H (-5.090, -2.013, 2.077)  0.073
H (-1.547, -2.963, 1.536)  0.077
H (-4.761, 4.439, -2.518)  0.038
H (4.647, 3.548, 0.200)  0.075
H (2.034, -4.073, 6.508)  0.065
H (-0.622, -3.815, -2.085)  0.097
H (-3.064, 1.098, -0.203)  -0.030
H (0.106, 0.029, -4.918)  0.061
H (-3.502, 0.492, 1.440)  0.037
H (-0.979, 1.994, -1.646)  0.045
H (-0.599, 0.624, 3.682)  -0.005
H (0.481, -0.720, 4.172)  -0.003
H (-0.523, 0.504, -2.470)  0.083
H (-3.423, -1.479, -1.857)  0.060
H (-1.593, -4.009, -3.526)  0.089
H (3.950, -4.783, 4.050)  0.071
H (4.310, -3.072, 3.903)  0.074
H (2.593, -0.822, -4.405)  0.076
H (3.918, 0.315, -4.890)  0.099

Cartesian forces, eV/Å:
-0.5 -0.8 -0.2
-0.4 -0.6 0.1
0.3 -0.2 0.4
0.4 -1.2 -0.1
-0.4 -0.4 0.0
0.5 1.2 -0.2
0.2 0.2 0.5
-0.4 -0.2 0.2
0.1 0.1 0.2
0.9 -0.4 1.5
1.0 -0.2 -0.7
-1.6 -0.2 -0.1
-0.8 1.7 -1.0
-0.2 0.3 -0.6
-0.3 1.5 -0.2
0.0 0.9 0.0
-1.6 0.0 1.1
0.1 -1.2 -2.1
-0.6 -0.7 0.7
0.7 0.9 0.3
0.6 -0.1 -0.4
1.9 0.1 -1.7
-1.2 0.8 -1.0
0.8 -1.2 -2.2
0.4 0.2 0.4
-0.5 0.8 -2.5
0.2 0.5 -0.3
1.2 0.2 0.2
1.6 -2.8 1.6
-0.5 -1.0 -0.3
0.4 -0.5 -0.6
-0.1 0.8 -0.6
-1.4 0.1 1.3
-0.5 1.3 1.1
-1.0 -0.2 1.3
1.4 0.9 1.3
0.2 -0.2 0.4
1.1 0.6 0.4
-0.3 0.6 0.0
0.1 -0.1 -0.5
-0.5 -0.2 -0.5
0.4 0.2 -1.2
0.1 -0.3 -0.6
0.0 0.1 -0.1
-0.1 -0.4 -0.7
0.6 -1.2 0.8
-0.3 0.0 -0.6
0.2 0.5 -0.1
-0.6 -0.1 0.3
-0.4 -0.3 -0.4
0.2 0.7 -0.1
0.4 0.0 0.1
0.2 -0.2 0.1
0.7 -0.4 0.3
-0.4 -0.6 0.4
0.0 -0.5 -0.1
0.2 0.1 0.5
-0.6 -0.1 -0.3
-0.3 0.8 1.0
0.5 0.6 0.4
-0.1 0.5 0.2
0.0 0.0 0.3
-0.3 0.1 -0.9
-0.5 0.1 0.3
-0.4 0.3 0.1
0.7 0.2 -0.2
0.5 0.0 -0.2
-0.2 -0.4 0.7
0.6 -0.3 0.1
0.3 -0.3 0.1
0.3 -0.1 1.9
-0.2 0.1 0.0
-0.3 0.3 0.5
-0.3 0.0 0.0
-0.4 1.1 -0.6
-0.7 0.6 0.4
0.0 -0.2 -0.7
0.1 0.0 0.3
-0.2 0.2 1.3
-0.1 -0.1 0.2
-0.1 -0.9 -0.6
0.0 -0.5 0.1
0.0 -0.1 0.0
0.0 -0.5 -0.1
-1.1 -0.2 0.3

=====

C12H12NO | the ωB97M-V functional and the def2-TZVPD basis

LUMO (alpha / beta) (eV): -4.3 / -4.3
Multiplicity: 1
Energy above the lowest of the compared OMol25 structures with the same formula, charge and spin (kJ/mol): 403.5
Frontier orbital gap (alpha / beta) (eV): 8.30 / 8.29
Net charge: +1

Last column: Löwdin charge in e.
Positions of all 26 atoms, in Å:
O (-2.312, 1.310, 0.692)  0.074
N (-0.414, -0.880, 0.261)  0.141
C (-0.558, 2.723, 0.298)  0.042
C (-2.780, -0.304, -1.033)  0.005
C (2.215, -0.467, -0.236)  -0.122
C (-1.015, 1.407, 0.368)  -0.215
C (1.872, -1.561, 0.744)  -0.125
C (1.677, 2.054, -0.292)  -0.041
C (-0.058, 0.430, 0.228)  -0.127
C (0.412, -1.819, 0.632)  0.039
C (1.308, 0.761, -0.120)  -0.126
C (-2.209, -1.042, 0.055)  0.030
C (-2.934, 0.142, 0.327)  -0.279
C (0.769, 3.074, -0.026)  -0.008
H (-3.837, 0.269, 0.896)  0.181
H (3.205, -0.132, -0.086)  0.108
H (-1.259, 3.384, 0.649)  0.104
H (0.117, -2.777, 0.822)  0.117
H (2.139, -0.834, -1.309)  0.161
H (2.276, -1.426, 1.833)  0.183
H (1.041, 4.102, -0.382)  0.139
H (-2.382, -2.007, 0.432)  0.141
H (-3.585, -0.749, -1.646)  0.154
H (2.500, -2.406, 0.506)  0.123
H (2.775, 2.160, -0.445)  0.141
H (-2.199, 0.471, -1.544)  0.159

Cartesian forces, eV/Å:
1.2 0.4 0.1
-2.7 -2.8 1.1
2.5 -0.7 -0.4
-1.0 0.1 -3.2
-0.8 1.1 -1.4
1.5 2.0 0.3
0.8 0.7 1.4
1.8 -0.3 0.6
1.8 1.4 -1.5
0.3 2.5 -0.6
-1.8 -2.1 0.9
5.3 -1.5 0.9
-2.3 2.1 2.5
-1.2 0.5 -1.4
-0.7 -1.4 -0.1
1.2 0.2 0.0
-1.5 2.1 0.2
-1.5 -2.4 0.2
0.1 0.1 1.2
-1.3 0.4 -1.6
-0.4 -0.8 1.2
-0.6 -1.0 0.0
0.6 0.3 0.5
-0.4 -0.8 -0.4
-1.1 0.7 -0.3
0.2 -0.7 -0.2

=====

C32H62ClFN2O | the ωB97M-V functional and the def2-TZVPD basis

LUMO (eV): -1.7
Multiplicity: 1
Frontier orbital gap (eV): 6.67

Last column: Löwdin charge in e.
Positions of all 99 atoms, in Å:
Cl (1.727, -0.485, -4.036)  0.628
F (1.262, -3.739, -2.185)  0.026
O (0.104, -1.028, -2.142)  0.060
N (1.781, -5.319, -5.046)  0.187
N (-2.958, -4.976, -3.955)  0.181
C (1.126, -4.916, -4.216)  -0.114
C (3.050, 6.468, -3.603)  -0.110
C (-1.964, -2.631, 3.672)  -0.229
C (3.202, 5.003, -3.210)  -0.266
C (-1.990, -5.147, -3.390)  -0.160
C (-3.685, -9.321, -1.616)  -0.109
C (-3.923, -10.067, 2.067)  -0.270
C (-4.280, -8.401, -0.557)  -0.266
C (0.545, 2.898, -1.576)  -0.111
C (0.747, 4.345, -3.665)  -0.227
C (-0.190, -2.715, -3.809)  -0.056
C (-4.733, -9.265, 3.080)  -0.113
C (4.417, 9.928, -0.456)  -0.227
C (-0.527, -2.518, 3.164)  -0.267
C (-1.552, -4.878, 0.001)  0.014
C (-1.940, -0.416, 4.998)  -0.272
C (4.990, 10.452, 0.864)  -0.231
C (-1.832, -1.056, 6.378)  -0.114
C (-2.818, -9.253, 1.396)  -0.227
C (3.679, 8.593, -0.360)  -0.269
C (-0.414, -1.776, 1.838)  -0.106
C (0.336, 4.276, -2.194)  -0.269
C (4.571, 7.443, 0.094)  -0.109
C (2.896, 11.674, 1.656)  -0.114
C (3.968, 10.641, 1.985)  -0.273
C (-0.764, -4.933, -2.500)  -0.207
C (-3.301, -8.061, 0.567)  -0.240
C (2.228, 4.078, -3.939)  -0.228
C (-2.654, -1.300, 3.976)  -0.229
C (-1.160, -4.182, -1.180)  -0.091
C (0.346, -4.056, -3.204)  -0.380
C (0.444, -1.444, -3.182)  -0.754
H (5.485, 11.409, 0.669)  0.109
H (4.499, 10.966, 2.885)  0.104
H (0.876, 5.027, -1.609)  0.097
H (3.739, 10.675, -0.881)  0.101
H (2.466, 3.042, -3.679)  0.092
H (-1.000, -2.278, 1.065)  0.047
H (-2.823, -1.292, 6.775)  0.075
H (2.300, 11.376, 0.791)  0.065
H (-3.768, -7.323, 1.228)  0.100
H (0.207, 2.894, -0.538)  0.070
H (4.004, 6.509, 0.113)  0.065
H (-5.485, -9.901, 3.552)  0.070
H (-0.332, -5.938, -2.250)  0.157
H (-1.108, -3.066, -1.256)  0.104
H (0.474, 5.329, -4.059)  0.100
H (-3.668, -1.510, 4.335)  0.109
H (-2.778, -0.733, 3.048)  0.101
H (-2.562, -3.168, 2.927)  0.103
H (4.222, 4.685, -3.444)  0.106
H (-0.942, -0.147, 4.640)  0.098
H (3.789, 7.077, -3.078)  0.053
H (-2.425, -7.564, 0.134)  0.085
H (-0.022, 2.138, -2.118)  0.066
H (-1.972, -3.259, 4.569)  0.101
H (-5.256, -8.431, 2.609)  0.065
H (-0.756, -0.743, 1.925)  0.070
H (5.775, 9.776, 1.214)  0.100
H (5.414, 7.311, -0.590)  0.076
H (3.345, 12.648, 1.446)  0.075
H (2.062, 6.854, -3.348)  0.069
H (0.108, -2.033, 3.912)  0.099
H (-0.851, -5.261, 0.773)  0.077
H (5.239, 9.829, -1.173)  0.110
H (-2.132, -8.883, 2.166)  0.110
H (2.819, 8.678, 0.310)  0.101
H (3.277, 8.350, -1.347)  0.080
H (-4.413, -9.505, -2.409)  0.072
H (0.627, -1.753, 1.507)  0.076
H (-2.224, -9.920, 0.764)  0.102
H (-3.401, -10.288, -1.198)  0.066
H (3.206, 6.600, -4.677)  0.077
H (-3.463, -10.916, 2.583)  0.105
H (-2.649, -5.039, 0.148)  0.073
H (0.154, 3.621, -4.234)  0.108
H (-2.494, 0.523, 5.092)  0.104
H (3.495, 9.688, 2.236)  0.098
H (2.214, 11.793, 2.501)  0.069
H (3.089, 4.900, -2.126)  0.093
H (-4.589, -7.469, -1.041)  0.102
H (4.966, 7.610, 1.098)  0.065
H (-4.594, -10.494, 1.316)  0.099
H (-2.800, -8.869, -2.071)  0.070
H (-1.344, -0.371, 7.075)  0.069
H (0.007, -2.710, -4.910)  0.132
H (-1.244, -1.974, 6.352)  0.065
H (-5.190, -8.850, -0.149)  0.100
H (-0.725, 4.534, -2.118)  0.104
H (2.400, 4.161, -5.018)  0.110
H (1.598, 2.610, -1.580)  0.067
H (-1.291, -2.628, -3.678)  0.132
H (-4.087, -8.867, 3.867)  0.075
H (-0.127, -3.529, 3.031)  0.098

Cartesian forces, eV/Å:
-0.6 -0.9 -0.2
-0.5 -0.4 -0.7
-0.5 0.2 1.0
1.1 -1.2 -1.5
-1.7 -0.2 -1.3
-1.8 2.7 2.2
0.1 0.0 0.1
0.0 -0.1 0.1
0.0 0.0 -0.2
3.0 1.1 2.6
-0.2 0.0 0.0
0.1 0.1 0.1
0.1 0.1 -0.1
0.0 0.1 0.1
0.0 0.1 0.0
0.4 0.2 -1.6
-0.1 -0.1 0.0
-0.1 0.1 0.0
-0.1 -0.1 -0.1
-0.2 0.4 -0.9
-0.1 0.0 0.1
0.1 -0.1 0.0
0.1 0.1 0.0
0.1 -0.1 -0.1
0.1 0.0 -0.1
0.2 0.0 0.1
-0.1 -0.1 -0.1
-0.2 -0.1 0.0
-0.1 -0.1 0.1
0.1 0.1 0.0
1.7 0.0 1.0
-0.1 0.1 0.1
0.0 -0.1 0.1
0.0 0.1 -0.1
-0.1 -0.9 -0.3
0.5 -1.0 -0.1
0.3 -0.3 -0.4
0.0 0.0 0.0
0.0 -0.1 0.0
0.0 0.0 0.0
0.0 0.0 0.0
0.0 0.0 0.0
0.0 0.1 0.0
0.0 0.0 0.0
0.0 0.0 0.0
0.0 0.0 0.0
0.0 -0.1 0.0
0.1 0.0 0.0
0.0 0.1 0.0
-0.3 0.8 -0.2
-2.1 -0.8 -0.4
0.0 0.0 0.0
0.0 0.0 0.0
0.0 0.0 0.0
0.0 0.0 0.0
0.0 0.0 0.1
0.0 0.0 0.0
0.0 0.0 -0.1
0.0 0.0 0.0
0.1 0.0 0.0
0.0 0.0 0.0
0.0 0.0 0.0
0.0 0.0 -0.1
0.0 0.0 0.0
0.0 0.0 0.0
0.0 0.0 0.0
0.0 0.0 0.0
0.0 0.0 0.0
-0.3 -1.6 -1.6
0.0 0.0 0.0
0.0 0.0 0.0
0.0 0.0 0.0
-0.1 0.1 0.1
0.1 0.0 0.0
-0.1 0.0 -0.1
0.0 0.0 0.0
0.0 0.0 0.0
-0.1 0.0 0.0
0.0 0.0 -0.1
0.7 2.0 1.3
0.0 0.0 0.0
0.0 0.0 0.0
0.0 0.0 0.0
0.0 0.1 -0.1
0.0 0.0 0.0
0.0 0.0 0.1
0.0 0.0 0.0
0.0 0.0 0.0
0.0 0.0 0.0
0.0 -0.1 0.0
-0.2 0.0 0.9
0.0 0.0 0.0
0.0 0.0 0.0
0.0 0.0 0.0
0.0 0.0 0.0
0.0 0.0 0.0
0.8 0.0 0.1
0.0 0.0 0.0
0.0 0.0 0.1